(1)
{"formula": "C2H3Cl2NO2", "method": "wB97M-V/def2-TZVPD", "e_homo_ev": -11.2, "smiles": "CC(Cl)(Cl)[N+](=O)[O-]", "de_lowest_kj_mol": 383.7, "energy_ev": -32749.0501, "gap_ev": 11.0, "elements": ["C", "C", "Cl", "Cl", "N", "O", "O", "H", "H", "H"], "xyz": [[0.291, 0.003, 0.281], [1.513, 0.957, -0.015], [0.935, 2.347, -0.901], [2.216, 1.284, 1.566], [2.494, 0.098, -0.821], [2.096, -0.242, -1.904], [3.489, -0.265, -0.256], [-0.483, 0.517, 0.696], [-0.077, -0.444, -0.539], [0.722, -0.852, 0.994]], "mulliken_charge": [-1.410, 0.623, -0.132, -0.107, 0.834, -0.489, -0.514, 0.410, 0.444, 0.342]}



(2)
{"formula": "C16H40N8O20", "method": "wB97M-V/def2-TZVPD", "e_homo_ev": -10.4, "smiles": "C[N+](=O)[O-].C[N+](=O)[O-].C[N+](=O)[O-].C[N+](=O)[O-].C[N+](=O)[O-].C[N+](=O)[O-].C[N+](=O)[O-].C[N+](=O)[O-].CCOC(C)=O.CCOC(C)=O", "de_lowest_kj_mol": 0.0, "energy_ev": -70089.8691, "gap_ev": 10.1, "elements": ["C", "N", "O", "O", "H", "H", "H", "C", "N", "O", "O", "H", "H", "H", "C", "N", "O", "O", "H", "H", "H", "C", "N", "O", "O", "H", "H", "H", "C", "N", "O", "O", "H", "H", "H", "C", "N", "O", "O", "H", "H", "H", "C", "N", "O", "O", "H", "H", "H", "C", "N", "O", "O", "H", "H", "H", "C", "C", "O", "C", "C", "O", "H", "H", "H", "H", "H", "H", "H", "H", "C", "C", "O", "C", "C", "O", "H", "H", "H", "H", "H", "H", "H", "H"], "xyz": [[1.102, 4.132, 0.548], [1.805, 2.825, 0.354], [1.817, 2.373, -0.775], [2.366, 2.321, 1.299], [1.331, 4.719, -0.337], [1.489, 4.556, 1.464], [0.037, 3.912, 0.508], [1.503, 1.111, 4.095], [2.448, 0.505, 5.061], [3.404, 1.160, 5.401], [2.202, -0.614, 5.436], [1.657, 2.184, 4.022], [0.478, 0.948, 4.407], [1.681, 0.684, 3.112], [3.187, -2.227, -1.959], [2.756, -3.045, -0.799], [3.560, -3.219, 0.087], [1.600, -3.400, -0.751], [2.438, -2.308, -2.741], [4.116, -2.657, -2.324], [3.320, -1.214, -1.608], [-5.603, -1.174, -0.010], [-4.371, -1.971, -0.290], [-4.472, -3.177, -0.308], [-3.322, -1.366, -0.359], [-5.262, -0.156, -0.180], [-5.975, -1.322, 0.998], [-6.429, -1.378, -0.687], [-2.479, 1.544, 2.714], [-3.915, 1.953, 2.656], [-4.374, 2.603, 3.558], [-4.477, 1.735, 1.609], [-2.083, 2.092, 1.859], [-2.466, 0.490, 2.458], [-2.014, 1.815, 3.647], [4.845, 0.644, 0.080], [6.117, 0.140, -0.509], [6.091, -0.874, -1.170], [7.099, 0.817, -0.305], [4.979, 0.728, 1.153], [4.038, -0.073, -0.042], [4.652, 1.546, -0.492], [-3.454, 2.502, -1.467], [-2.503, 3.608, -1.674], [-2.703, 4.349, -2.598], [-1.603, 3.746, -0.880], [-2.872, 1.593, -1.322], [-4.117, 2.421, -2.318], [-3.992, 2.673, -0.536], [-0.190, -0.209, -1.244], [0.450, -0.093, 0.094], [1.612, -0.423, 0.209], [-0.253, 0.326, 0.996], [0.327, 0.518, -1.863], [-1.245, 0.015, -1.141], [-0.075, -1.207, -1.657], [-0.934, -0.139, -6.738], [0.577, -0.177, -6.845], [1.257, 0.549, -5.835], [1.303, 0.113, -4.594], [2.134, 0.928, -3.634], [0.743, -0.889, -4.212], [-1.327, -0.553, -5.805], [-1.381, -0.790, -7.493], [-1.429, 0.833, -6.780], [0.884, -1.225, -6.822], [0.925, 0.224, -7.793], [2.527, 0.275, -2.868], [1.558, 1.730, -3.173], [2.947, 1.439, -4.151], [-0.477, -3.965, 1.751], [-0.820, -2.649, 2.408], [-0.790, -2.867, 3.829], [-1.226, -1.951, 4.671], [-1.481, -2.461, 6.074], [-1.424, -0.786, 4.394], [-1.287, -4.675, 1.925], [0.517, -4.309, 2.019], [-0.484, -3.850, 0.663], [-0.059, -1.901, 2.174], [-1.818, -2.316, 2.121], [-0.639, -3.006, 6.499], [-2.310, -3.172, 6.077], [-1.744, -1.586, 6.657]], "mulliken_charge": [-0.818, 0.842, -0.429, -0.451, 0.323, 0.330, 0.221, -0.325, 0.997, -0.587, -0.567, 0.265, 0.182, 0.018, -0.275, 0.994, -0.593, -0.528, 0.293, 0.373, -0.345, -0.553, 0.825, -0.535, -0.405, 0.074, 0.294, 0.285, -0.177, 0.918, -0.582, -0.567, 0.055, 0.053, 0.267, -0.190, 0.971, -0.538, -0.607, 0.351, -0.269, 0.216, -0.301, 0.867, -0.544, -0.549, -0.079, 0.387, 0.229, 0.004, 0.545, -0.130, 0.016, -0.133, -0.579, 0.330, -1.115, -0.195, -0.401, 0.679, -0.252, -0.553, 0.303, 0.353, 0.319, 0.286, 0.315, -0.253, 0.170, 0.463, -1.526, 0.925, -0.360, 0.787, -1.208, -0.500, 0.390, 0.363, 0.339, -0.197, 0.013, 0.329, 0.339, 0.315]}